A structure of composition C24H53IrN11. Source: OMol25; level of theory: ωB97M-V/def2-TZVPD.

Calculated values
- E_HOMO (alpha / beta) (eV) = -18.0 / -19.1
- 2S+1 = 6
- HOMO-LUMO gap (alpha / beta) (eV) = 8.9 / 5.3
- charge = +4

Cartesian coordinates (Å):
Ir -0.115853 0.155293 0.215448
N 4.601951 0.594734 2.537511
N -4.350996 0.660536 -0.117003
N -2.183258 0.073417 0.538565
N -2.850626 2.313173 0.526156
N 0.247677 1.718043 -1.093780
N 3.416008 2.375102 1.633149
N 0.060701 -4.036228 -2.176766
N -0.717918 -2.045795 -3.099093
N 0.190586 -1.998068 -0.930138
N -0.186956 -1.351112 1.884353
N 2.287234 0.394437 1.954193
C 0.641064 3.659164 -2.784577
C 0.643230 -0.984432 3.072736
C 0.426022 2.576149 -1.835498
C -3.142383 1.017900 0.321680
C -0.379716 3.650291 -3.931360
C -4.564834 -0.547202 -0.910208
C -1.422786 -2.800464 -4.146272
C -2.006154 2.741072 1.641717
C -1.611956 -1.362260 2.358443
C 5.542890 1.388937 3.345268
C -5.585647 1.376288 0.237186
C 4.613973 3.121221 1.242486
C 1.108636 -4.474753 -3.059446
C -0.780120 -4.991436 -1.502563
C 0.945289 -2.717699 0.094955
C 2.120585 -0.760999 2.791091
C 0.171913 -2.721169 1.401981
C -3.513092 3.400095 -0.200692
C 2.194236 3.171349 1.711635
C 3.466988 1.107838 2.048734
C -0.733196 -0.594157 -3.242065
C -2.566945 -1.172135 1.201646
C 5.041222 -0.780476 2.280821
C -0.176152 -2.582429 -2.013494
H 1.680122 -3.629632 -3.431066
H -1.398046 3.741264 -3.557085
H 6.096040 -0.752526 2.009255
H -3.583807 -1.126621 1.594447
H -4.245569 3.923300 0.413954
H -0.783270 -0.361438 -4.303948
H -2.589483 2.828292 2.560580
H -1.589734 3.719312 1.410152
H 1.750530 -5.194286 -2.539012
H 4.500033 -1.211977 1.442372
H 0.744677 -3.243487 2.172145
H 2.564694 -1.645832 2.317731
H 5.409602 2.436464 0.969149
H -1.744702 -0.533419 3.052385
H 2.165633 3.853103 0.864956
H 5.848934 0.765796 4.184966
H 1.661468 3.559536 -3.162817
H 0.538690 -1.770961 3.825564
H 1.166857 -3.754539 -0.173862
H -1.189597 2.039039 1.809636
H 4.954673 3.793068 2.030705
H 4.938695 -1.404865 3.168559
H -2.519059 -2.021758 0.510764
H -0.156950 -5.682497 -0.922577
H -3.616632 -0.914931 -1.294687
H -2.370312 -2.305553 -4.353472
H -6.312294 0.640255 0.579711
H -1.495950 -4.484433 -0.862360
H 5.052539 2.273630 3.742562
H -5.217156 -0.297332 -1.746393
H -1.594255 -0.151112 -2.735991
H -5.406090 2.074618 1.048180
H 6.436263 1.671147 2.789990
H -0.183515 4.498580 -4.582733
H 2.192996 3.760572 2.630958
H -2.750430 4.118496 -0.500423
H -1.815398 -2.288481 2.902409
H -0.748804 -3.286855 1.257151
H -5.053662 -1.325735 -0.322546
H -1.656354 -3.814976 -3.835419
H 1.324475 2.521528 1.707494
H 4.349875 3.725247 0.376038
H -1.298212 -5.611525 -2.245372
H 2.655140 -0.639447 3.739332
H 0.661559 -5.025642 -3.899749
H 0.594378 4.595928 -2.223356
H -6.007372 1.899695 -0.619936
H 1.911149 -2.220703 0.213910
H -3.998336 3.015413 -1.092086
H -0.833008 -2.821762 -5.062426
H -0.294554 2.743870 -4.528383
H 0.181447 -0.183096 -2.826528
H 0.240465 -0.066954 3.500372

Cartesian forces (eV/Å) of the 6 atoms listed first:
-0.176 -0.162 0.208
-0.012 0.076 -0.006
-0.065 -0.009 -0.001
0.073 0.055 -0.047
0.050 0.007 0.038
0.021 -0.051 -0.129

A cluster of 5 separate species, C24H54F6N4O3P in total in a non-equilibrium geometry. Source: OMol25; level of theory: ωB97M-V/def2-TZVPD.

Calculated values
- E_HOMO (alpha / beta) (eV) = -2.6 / -6.8
- 2S+1 = 2
- HOMO-LUMO gap (alpha / beta) (eV) = 2.3 / 6.5
- charge = 0

Cartesian coordinates (Å):
P 2.146415 1.287559 14.181809
F 2.380775 0.230236 12.930671
F 0.934908 0.439422 14.859414
F 3.315892 2.235451 13.603082
F 2.034861 2.319711 15.460913
F 3.295127 0.584846 15.067434
F 1.034131 2.152204 13.305621
O 3.513142 0.974855 18.648143
O 1.406173 0.770159 18.959057
O 2.335440 2.586424 18.191183
N -1.793452 3.495233 17.428944
N 2.394196 1.407162 18.607172
N 3.315728 -2.773329 22.854423
N -0.407944 4.679250 23.379840
C 3.673322 -1.241275 22.837386
C -1.016238 4.761809 17.014188
C -1.896849 5.995827 24.779320
C 0.712745 4.671668 22.335131
C -3.321830 3.924883 17.236804
C -1.826583 5.347040 15.894669
C -2.207954 0.994760 16.853457
C 1.901018 -3.042495 23.193159
C 3.073925 -0.749514 21.494768
C -3.359700 5.043931 16.197608
C 3.295916 -1.854425 20.545498
C -1.644849 -0.328443 16.114874
C 4.234350 -5.005186 23.781816
C 3.736486 -3.118766 21.415256
C 5.064588 -5.804109 24.776425
C 1.897484 3.653515 22.624601
C 0.180282 4.841752 24.850428
C -1.622150 3.324203 18.919836
C 3.023543 3.761119 21.559909
C -1.000166 5.179973 25.797972
C 4.271643 -3.455226 23.917840
C -1.234191 3.369208 23.256800
C -1.253292 2.217914 16.656455
C -1.326623 5.857413 23.332649
H -1.848710 3.318635 24.155638
H -2.573036 -0.893073 16.026853
H -0.614351 2.974602 19.143913
H -1.754571 3.688315 22.353762
H 1.556761 2.623554 22.518776
H 3.930323 -3.028078 24.860786
H 4.542157 -5.345741 22.793198
H 2.279864 3.804898 23.634036
H -1.981572 4.173217 19.501300
H -2.934076 5.676312 24.880127
H 0.062287 4.667083 16.888035
H 4.751696 -1.136503 22.718037
H -1.740484 6.433589 15.884385
H 2.499731 3.595393 20.618498
H -1.969123 7.071517 24.939894
H 4.815190 -3.244695 21.322336
H -0.331034 2.050307 17.212733
H 0.927649 5.618443 24.688274
H 2.025762 -0.515497 21.681021
H 2.444593 -2.241381 19.985485
H 4.054550 -1.666886 19.785631
H -1.767196 4.859900 14.921393
H 3.814097 3.060760 21.829386
H 5.273863 -3.167311 23.600421
H -1.175623 2.509780 15.609142
H -3.921935 3.086246 16.883736
H 3.176292 -5.252950 23.866926
H -1.167938 5.466703 17.831632
H -1.257167 -0.250029 15.099173
H -3.855538 4.147694 18.160721
H -0.606506 6.669510 23.432872
H 3.624454 0.138719 21.184841
H -2.310874 0.672791 17.889717
H 1.891798 -2.822783 24.260746
H 3.298022 4.815222 21.600355
H 4.691374 -6.817781 24.630498
H -2.446201 2.644157 19.135658
H -4.013982 4.936266 15.332494
H 4.986626 -5.396268 25.784246
H -1.532587 4.271652 26.080097
H 1.285618 -2.269990 22.732032
H -0.953478 -0.880396 16.751635
H -3.803148 5.900824 16.704761
H -0.533400 2.537676 23.182335
H 1.443835 -4.010737 22.989258
H 3.337706 -4.119208 21.247328
H 3.399086 -0.785879 23.788967
H -0.756777 5.764399 26.685274
H 0.667762 3.904682 25.119418
H -2.115283 6.007745 22.595411
H 0.245410 4.413046 21.384964
H 6.109246 -5.766036 24.467675
H 1.097414 5.691433 22.349235
H -3.179755 1.292603 16.459771

Cartesian forces (eV/Å) of the 6 atoms listed first:
1.295 1.462 0.545
-0.784 0.592 1.217
0.406 -0.452 -0.685
-0.127 0.290 -0.851
-1.085 0.428 -0.660
-0.371 -1.542 -0.249

E_tot values, unit eV, following the record order: -44935.60604, -63453.55040.